Arrangement one

{
  "formula": "C4H5NO3",
  "method": "the ωB97M-V functional and the def2-TZVPD basis",
  "elements": ["C", "C", "C", "C", "H", "H", "H", "H", "H", "N", "O", "O", "O"],
  "positions_angstrom": [[0.11711, -0.12675, -0.35886], [-0.33736, 0.03025, 1.11195], [-0.71829, 1.07422, 1.90370], [0.63615, -1.47511, -0.68424], [-0.51864, 2.48041, -1.77093], [-0.22882, -0.92496, 1.64310], [-0.73118, 2.10968, 1.42738], [-0.91612, 0.90991, 2.98787], [1.38641, -2.53581, -2.08376], [0.19455, 0.73188, -1.26945], [-0.45070, 1.91473, -0.94107], [0.90277, -1.70727, -1.97699], [0.66413, -2.48119, 0.01133]],
  "homo_lumo_gap_ev": 9.726
}

=====

Arrangement two

{
  "formula": "C4H5NO3",
  "method": "the ωB97M-V functional and the def2-TZVPD basis",
  "elements": ["C", "C", "C", "C", "H", "H", "H", "H", "H", "N", "O", "O", "O"],
  "positions_angstrom": [[-1.04768, -0.43821, -1.43992], [-0.24361, -0.33231, -0.36742], [-0.06625, 2.08871, -0.15855], [0.94011, -1.70596, 1.29355], [-1.49582, 0.40497, -1.93408], [-1.29510, -1.45868, -1.76233], [0.74890, 0.69392, 1.11487], [-0.70882, 2.09992, -1.07633], [0.99115, -2.79691, 1.48464], [0.20227, 0.78872, 0.27703], [0.31845, 3.07759, 0.41173], [0.13168, -1.55523, 0.22189], [1.52472, -0.86652, 1.93491]],
  "homo_lumo_gap_ev": 9.719
}

=====

Arrangement three

{
  "formula": "C4H5NO3",
  "method": "the ωB97M-V functional and the def2-TZVPD basis",
  "elements": ["C", "C", "C", "C", "H", "H", "H", "H", "H", "N", "O", "O", "O"],
  "positions_angstrom": [[0.40867, 0.08236, 1.08976], [-0.22713, -0.36416, -0.14279], [0.62115, -0.17914, -1.30311], [-1.35152, 0.50876, -0.30917], [-0.55135, 2.10169, 0.73195], [1.57295, -0.11820, 1.05078], [0.21726, -0.58135, 1.96070], [-0.26318, -2.07003, -0.83824], [1.30993, 0.72268, -1.41176], [-2.26991, 1.32464, 0.03923], [0.56207, 1.58910, 1.15573], [-0.41166, -1.82650, 0.08887], [0.38272, -1.18986, -2.11195]],
  "homo_lumo_gap_ev": 9.612
}

=====

Arrangement four

{
  "formula": "C4H5NO3",
  "method": "the ωB97M-V functional and the def2-TZVPD basis",
  "elements": ["C", "C", "N", "C", "C", "O", "O", "O", "H", "H", "H", "H", "H"],
  "positions_angstrom": [[1.99799, -0.35959, 0.02834], [-1.87259, -0.39441, 0.04515], [-2.20057, 0.91282, -0.08220], [0.60449, 0.13171, -0.01083], [-0.41914, -0.71700, 0.06671], [2.87358, 0.65334, -0.06516], [2.33900, -1.50817, 0.12957], [-2.71371, -1.26229, 0.13880], [3.78294, 0.31677, -0.03810], [-1.51822, 1.64245, -0.16720], [-3.17683, 1.15595, -0.10218], [0.51340, 1.20380, -0.10339], [-0.21033, -1.77540, 0.16049]],
  "homo_lumo_gap_ev": 10.020
}

=====

The data favor arrangement four; the next most stable structure lies 0.0425 hartree above it.